No. 1
Density functional theory data (ωB97M-V/def2-TZVPD) for a molecular structure, C24H24N6Tc at a distorted geometry.

Calculated values
HOMO level (spin up / spin down), eV: -14.30 / -13.84
Frontier orbital gap (spin up / spin down), eV: 5.727 / 5.247
Lowest unoccupied orbital energy (spin up / spin down), eV: -8.570 / -8.594
Molecular weight, g/mol: 494.50
Net charge: +2
Total energy, eV: -36398.1865
2S+1: 2

```
55
Properties=species:S:1:pos:R:3:forces:R:3:nbo_charge:R:1
Tc -0.012 0.349 0.459 -2.7 1.9 -2.3 0.5472
N -1.489 -4.422 -4.337 -0.7 -0.3 -0.2 -0.1066
N 1.294 -1.291 0.582 0.5 -0.8 -0.2 -0.4927
N 0.985 -1.631 -1.709 -1.0 -1.8 -3.0 -0.4900
N 2.875 -3.943 -4.913 0.7 -0.3 -0.4 -0.1035
N 0.238 0.721 2.501 0.5 -0.6 0.2 -0.5034
N 1.528 -1.218 2.951 0.4 -0.6 -0.3 -0.5376
C 0.810 -0.129 3.371 -0.4 0.7 0.4 0.3981
C 0.733 -2.424 -2.693 1.2 1.5 2.1 0.5949
C -3.448 -0.017 -0.650 -0.1 -0.1 0.0 -0.6798
C -0.495 -3.945 -4.046 0.3 0.2 0.5 0.2092
C 0.726 -3.314 -3.647 -0.5 -0.3 -0.4 -0.2465
C -2.169 0.720 -0.764 1.2 0.2 0.6 0.1541
C 0.733 0.066 4.762 -0.1 0.0 -0.1 -0.2564
C -1.436 -0.243 -3.039 0.0 0.0 0.1 -0.6651
C 1.887 -1.718 1.727 -0.6 0.5 -0.2 0.4099
C 0.934 1.891 -2.515 0.1 0.1 0.0 -0.6559
C 0.088 1.166 5.270 0.1 -0.2 -0.4 -0.0940
C 2.858 -2.725 1.749 0.5 -0.7 -0.8 -0.2109
C 1.647 -1.988 -0.544 1.3 -1.4 1.8 0.3411
C 1.908 -3.676 -4.371 -0.3 0.7 0.4 0.2069
C 0.016 3.714 -0.161 0.0 0.0 0.1 -0.6405
C 3.229 -3.370 0.584 -0.2 0.4 1.3 -0.1065
C -0.336 1.826 3.023 -0.2 0.6 0.5 0.0750
C -0.439 2.088 4.366 0.1 -0.1 -0.3 -0.2353
C -1.801 1.848 0.048 0.3 -0.4 -0.5 -0.1023
C -0.186 1.551 -1.592 -0.2 -0.1 0.8 -0.0120
C -1.205 0.574 -1.808 0.4 0.0 0.9 -0.1202
C -2.771 2.535 0.954 0.0 -0.1 0.1 -0.6485
C -0.576 2.376 -0.456 0.1 -0.8 -0.2 -0.0533
C 2.589 -3.008 -0.585 -1.0 0.9 -0.7 -0.2209
H -0.719 2.534 2.310 0.0 -0.1 0.0 0.2212
H 0.009 1.323 6.333 0.0 0.0 0.1 0.2555
H -4.229 0.556 -1.157 -0.1 0.0 0.0 0.2545
H 1.866 2.052 -1.972 0.0 0.0 0.0 0.2402
H 0.706 2.818 -3.044 0.0 0.0 -0.1 0.2584
H -1.711 -1.272 -2.812 -0.1 -0.2 0.0 0.2242
H -3.684 2.739 0.393 0.0 0.1 0.0 0.2498
H -3.050 1.923 1.811 0.0 0.0 0.1 0.2347
H 3.988 -4.134 0.593 0.1 -0.1 0.0 0.2672
H 0.535 -0.698 -1.698 -0.1 1.0 0.1 0.4883
H -3.752 -0.121 0.389 0.0 -0.1 0.0 0.2442
H 1.949 -1.736 3.714 -0.1 0.2 -0.1 0.4292
H -2.278 0.188 -3.583 0.0 0.0 -0.1 0.2751
H 1.194 -0.653 5.419 0.1 -0.1 0.1 0.2368
H 3.323 -2.987 2.685 0.1 0.0 0.1 0.2493
H -3.402 -1.000 -1.114 0.0 0.0 0.0 0.2328
H -0.916 2.992 4.704 -0.1 0.1 0.0 0.2549
H -0.662 4.495 -0.512 0.0 0.0 0.0 0.2482
H 0.963 3.838 -0.676 0.1 0.1 0.0 0.2377
H 2.832 -3.474 -1.525 0.1 -0.1 -0.1 0.2485
H 0.189 3.879 0.901 0.0 0.1 0.0 0.2259
H -2.382 3.487 1.306 0.0 0.1 0.1 0.2327
H -0.586 -0.238 -3.718 0.1 0.0 -0.1 0.2222
H 1.097 1.120 -3.264 0.1 0.0 -0.1 0.2142
```
Positions in Å, forces in eV/Å.

=====

No. 2
Density functional theory data (ωB97M-V/def2-TZVPD) for a single C5H10O2 molecule.

Calculated values
HOMO level, eV: -9.07
Frontier orbital gap, eV: 9.812
Lowest unoccupied orbital energy, eV: 0.746
SMILES string: CC[C@@H](O)/C=C\O
Molecular weight, g/mol: 102.13
Net charge: 0
Total energy, eV: -9441.1020

```
17
Properties=species:S:1:pos:R:3:forces:R:3:nbo_charge:R:1
O 2.119 0.990 1.811 -0.2 0.0 0.1 -0.6767
O 0.191 -1.553 -0.629 0.2 -0.3 0.1 -0.7200
C 0.147 -0.262 -0.023 -0.1 0.3 0.1 0.0627
C -1.150 0.381 -0.493 0.0 0.1 0.0 -0.4054
C 1.453 0.403 -0.391 0.1 -0.1 0.0 -0.3608
C 2.390 0.724 0.504 0.0 0.0 -0.3 0.1624
C -2.355 -0.513 -0.195 -0.1 0.0 0.0 -0.6094
H 1.709 0.389 -1.445 0.1 -0.2 0.1 0.2202
H 0.093 -0.384 1.074 0.0 0.0 -0.2 0.1538
H 1.206 1.308 1.817 0.1 -0.2 0.4 0.4795
H -1.075 0.563 -1.572 0.0 0.0 0.1 0.2055
H -2.227 -1.485 -0.678 -0.1 0.2 0.1 0.2261
H -3.287 -0.063 -0.552 0.2 0.0 0.0 0.2084
H -2.461 -0.693 0.882 0.0 0.1 -0.1 0.1986
H 3.457 0.767 0.295 -0.2 0.3 -0.1 0.1832
H -1.263 1.358 -0.004 0.0 -0.1 -0.1 0.1984
H 1.051 -1.930 -0.402 -0.2 0.0 -0.1 0.4736
```
Positions in Å, forces in eV/Å.

=====

No. 3
Density functional theory data (ωB97M-V/def2-TZVPD) for 2 unconnected molecules or ions with the total composition C3H6N4 at a distorted geometry.

Calculated values
HOMO level (spin up / spin down), eV: -6.70 / -8.54
Frontier orbital gap (spin up / spin down), eV: 7.765 / 8.644
Lowest unoccupied orbital energy (spin up / spin down), eV: 1.063 / 0.106
Molecular weight, g/mol: 98.11
Net charge: 0
Total energy, eV: -9164.0170
2S+1: 3

```
13
Properties=species:S:1:pos:R:3:forces:R:3:nbo_charge:R:1
N -1.402 0.819 0.866 0.7 -1.0 2.0 -0.4526
N 2.680 -0.390 0.688 3.0 -7.9 9.4 -0.6441
N 2.423 0.343 -0.185 -2.2 6.8 -7.7 -0.1032
N -0.939 0.418 -1.244 1.4 1.1 -1.7 -0.5119
C -1.342 -0.753 -0.749 -0.6 -0.8 2.6 -0.1143
C -0.872 1.292 -0.198 -1.0 1.3 -1.3 0.1493
C -1.577 -0.487 0.610 -1.1 -3.0 -0.9 -0.1166
H 3.643 -0.504 1.134 -0.9 0.6 -0.9 0.3691
H -0.617 0.521 -2.219 -0.2 0.3 1.2 0.4259
H -0.705 2.330 -0.189 0.7 1.0 -1.0 0.2004
H 2.008 -0.649 1.454 0.1 0.6 -0.8 0.3793
H -1.892 -1.275 1.336 0.1 1.2 -0.6 0.2015
H -1.407 -1.665 -1.304 0.0 -0.1 -0.2 0.2171
```
Positions in Å, forces in eV/Å.

=====

No. 4
Density functional theory data (ωB97M-V/def2-TZVPD) for a single CH2BrClO molecule at a distorted geometry.

Calculated values
HOMO level, eV: -10.40
Frontier orbital gap, eV: 11.137
Lowest unoccupied orbital energy, eV: 0.736
SMILES string: O[C@H](Cl)Br
Molecular weight, g/mol: 145.38
Net charge: 0
Total energy, eV: -85681.0777

```
6
Properties=species:S:1:pos:R:3:forces:R:3:nbo_charge:R:1
Br -1.865 -0.629 -0.188 -0.9 0.1 -0.7 0.0038
Cl 0.154 1.678 -0.130 -0.2 0.6 -0.5 -0.0481
O 0.562 -0.655 0.700 2.3 -0.1 1.8 -0.7143
C -0.025 -0.072 -0.358 0.1 0.5 -1.4 0.0202
H 0.825 -0.008 1.442 -0.8 -1.3 -2.0 0.5101
H 0.349 -0.313 -1.466 -0.6 0.1 2.8 0.2283
```
Positions in Å, forces in eV/Å.

=====

No. 5
Density functional theory data (ωB97M-V/def2-TZVPD) for a molecular structure, C8H22NbO6S2 at a distorted geometry.

Calculated values
HOMO level, eV: -4.50
Frontier orbital gap, eV: 6.605
Lowest unoccupied orbital energy, eV: 2.109
Molecular weight, g/mol: 371.30
Net charge: -1
Total energy, eV: -44155.1952

```
39
Properties=species:S:1:pos:R:3:forces:R:3:nbo_charge:R:1
Nb 0.747 3.959 -0.271 -0.8 -0.7 -1.1 1.4640
S -0.752 -1.871 -1.320 0.1 -0.1 0.1 2.1624
S 1.083 -0.438 2.629 0.0 0.4 0.0 2.3833
O -0.115 -0.581 -1.338 0.0 0.0 0.0 -0.9324
O 1.767 0.807 1.941 -0.1 -0.1 0.1 -0.8884
O -2.060 -2.016 -0.730 -0.1 0.0 0.0 -0.9514
O 1.201 -0.169 4.032 0.1 -0.2 -0.2 -0.9433
O -0.474 3.314 -1.680 -0.4 0.1 1.0 -1.0233
O 1.614 -1.658 2.077 0.1 0.1 0.1 -0.9764
C 0.579 -3.299 -3.064 0.0 0.0 0.0 -0.4082
C -1.314 0.972 2.297 -0.1 -0.1 -0.1 -0.4113
C 0.714 -4.057 -1.735 0.0 0.0 0.0 -0.4017
C -0.632 -0.385 2.170 0.1 -0.1 0.2 -0.6741
C -0.647 3.341 1.425 0.1 0.7 0.2 -0.8819
C -1.022 1.895 1.098 0.1 0.1 0.0 -0.4194
C 0.391 -3.070 -0.610 0.0 -0.1 -0.1 -0.6800
C -0.742 -2.542 -2.982 0.0 0.0 -0.1 -0.6697
H -1.600 -3.208 -3.067 0.0 0.0 0.0 0.2326
H -1.050 -1.131 2.852 -0.1 0.0 -0.1 0.2407
H 0.007 -4.890 -1.717 0.0 0.0 0.0 0.2021
H -2.389 0.778 2.323 0.0 0.0 0.1 0.2072
H -1.528 3.990 1.504 0.0 -0.1 0.0 0.2048
H 1.263 -2.512 -0.276 0.0 0.0 0.0 0.2754
H 1.925 2.521 -0.436 0.4 0.3 0.0 -0.4087
H -1.901 1.874 0.444 0.1 0.0 -0.1 0.1928
H 1.717 4.417 1.200 0.0 -0.1 0.1 -0.3663
H 1.713 -4.471 -1.608 0.0 0.0 0.0 0.2245
H 2.106 4.809 -1.180 -0.1 0.1 0.6 -0.2870
H 1.642 0.890 0.973 0.2 0.0 0.1 0.5361
H 0.596 -3.972 -3.921 0.0 0.0 0.0 0.2180
H -0.216 1.437 0.511 -0.2 -0.1 -0.2 0.1834
H -0.836 -1.713 -3.680 0.0 0.0 0.0 0.2580
H -1.067 1.430 3.257 0.2 0.1 -0.1 0.2255
H -0.130 3.397 2.384 0.0 0.0 0.0 0.2203
H -0.093 -3.524 0.251 0.0 0.0 0.0 0.2542
H 0.225 5.729 -0.292 0.6 -0.2 -0.1 -0.3055
H -1.372 3.095 -1.389 0.2 -0.1 -0.4 0.4794
H 1.402 -2.590 -3.176 0.0 0.0 0.0 0.2221
H -0.672 -0.775 1.155 -0.1 0.1 0.0 0.2422
```
Positions in Å, forces in eV/Å.

=====

No. 6
Density functional theory data (ωB97M-V/def2-TZVPD) for a molecular structure, C14H17AgBrN4.

Calculated values
HOMO level, eV: -11.52
Frontier orbital gap, eV: 9.529
Lowest unoccupied orbital energy, eV: -1.991
Molecular weight, g/mol: 429.09
Net charge: +1
Total energy, eV: -94791.4177

```
37
Properties=species:S:1:pos:R:3:forces:R:3:nbo_charge:R:1
Ag 0.082 -0.199 -0.114 -0.4 0.0 -0.4 0.8202
Br 0.356 0.531 2.694 0.0 0.1 0.3 0.0536
N 0.141 2.216 0.539 0.1 0.0 0.2 -0.5078
N -2.191 -0.196 -0.131 0.3 -0.1 0.0 -0.5863
N -6.347 0.043 0.013 0.0 0.0 0.0 -0.7619
N 2.216 -0.484 -0.493 0.0 -0.1 0.1 -0.4819
C 0.107 3.385 2.621 0.0 0.0 0.1 -0.2523
C -0.016 4.613 0.554 0.0 -0.1 0.0 -0.0399
C -0.104 5.885 -0.238 0.0 -0.1 0.0 -0.6343
C 0.047 3.383 -0.094 -0.1 0.1 0.0 0.0540
C -4.999 -0.041 -0.034 0.2 0.0 0.0 0.2451
C 0.009 4.592 1.943 0.0 -0.1 0.0 -0.1433
C 5.529 0.537 -0.145 -0.1 0.0 0.0 -0.5878
C -2.879 -0.567 0.958 0.0 0.0 0.0 0.0684
C 4.737 -0.764 0.045 0.5 0.0 0.1 -0.5260
C -4.276 0.352 -1.172 -0.1 0.0 0.0 -0.3154
C -2.907 0.255 -1.171 0.1 0.0 0.0 0.0684
C -4.248 -0.507 1.055 -0.1 0.0 0.0 -0.3153
C 0.178 2.238 1.859 0.0 0.0 -0.2 0.1394
C 3.326 -0.616 -0.249 -0.3 0.1 -0.2 0.4408
H -2.294 -0.927 1.794 0.0 0.0 0.0 0.2067
H -0.052 5.517 2.503 0.0 0.0 0.0 0.2326
H 4.818 -1.112 1.077 0.0 -0.1 0.0 0.2642
H 0.757 5.972 -0.901 0.0 0.1 0.0 0.2337
H -4.790 0.725 -2.048 0.0 0.0 0.0 0.2287
H -2.342 0.549 -2.047 0.0 0.0 0.0 0.2039
H 5.134 -1.550 -0.600 -0.1 0.0 0.0 0.2664
H -1.002 5.896 -0.856 0.0 0.0 0.0 0.2336
H -4.738 -0.822 1.967 0.0 0.0 0.0 0.2291
H 6.591 0.324 -0.046 0.0 0.0 0.0 0.2341
H -0.125 6.756 0.413 0.0 0.0 0.0 0.2293
H 5.352 0.965 -1.130 0.0 0.0 0.0 0.2230
H 5.251 1.274 0.607 0.0 0.0 0.0 0.2209
H 0.012 3.332 -1.178 0.0 0.0 0.0 0.2035
H -6.868 0.285 -0.809 0.0 0.0 0.0 0.4036
H 0.128 3.337 3.700 0.0 0.0 0.0 0.2453
H -6.853 -0.326 0.797 0.0 0.0 0.0 0.4039
```
Positions in Å, forces in eV/Å.

=====

The highest total energy belongs to which entry? C3H6N4